# 1
{"formula": "C30H34N2O6", "method": "wB97M-V/def2-TZVPD", "relative_energy_kj_mol": 1.64, "smiles": "COc1cccc2cc(C(=O)C3=C(O)C(=O)N(CCN4CCOCC4)[C@H]3c3ccc(C(C)(C)C)cc3)oc12", "e_tot_ha": -1724.53175, "homo_energy_ev": -8.46, "species": ["C", "O", "C", "C", "C", "C", "C", "C", "C", "C", "O", "C", "C", "O", "C", "O", "N", "C", "C", "N", "C", "C", "O", "C", "C", "C", "C", "C", "C", "C", "C", "C", "C", "C", "C", "C", "O", "C", "H", "H", "H", "H", "H", "H", "H", "H", "H", "H", "H", "H", "H", "H", "H", "H", "H", "H", "H", "H", "H", "H", "H", "H", "H", "H", "H", "H", "H", "H", "H", "H", "H", "H"], "xyz": [[2.105109, 3.162925, 2.120796], [1.501640, 2.485766, 1.044491], [2.108223, 2.554029, -0.173519], [3.248686, 3.279411, -0.473654], [3.804475, 3.278920, -1.757776], [3.256727, 2.556722, -2.787937], [2.104551, 1.813451, -2.516031], [1.264065, 0.958266, -3.276429], [0.285123, 0.518132, -2.426780], [-0.800756, -0.415931, -2.771516], [-0.982521, -0.712627, -3.940383], [-1.609167, -0.974332, -1.692486], [-2.677912, -1.793870, -1.864694], [-3.276701, -2.236789, -2.958608], [-3.229325, -2.173904, -0.536713], [-4.221474, -2.865240, -0.371518], [-2.427735, -1.612211, 0.382928], [-2.724293, -1.564108, 1.788656], [-3.693896, -0.411415, 2.094092], [-3.107733, 0.866035, 1.728409], [-2.366443, 1.482752, 2.814255], [-1.654829, 2.731685, 2.290863], [-2.569441, 3.649880, 1.739666], [-3.295938, 3.050255, 0.694116], [-4.059720, 1.819251, 1.184206], [-1.371100, -0.808895, -0.212353], [-0.015925, -1.305638, 0.239416], [0.692291, -0.629817, 1.222807], [1.929197, -1.085106, 1.633698], [2.502613, -2.230607, 1.087420], [3.878147, -2.675890, 1.557465], [4.360899, -3.946537, 0.853430], [3.828156, -2.954984, 3.066361], [4.885954, -1.554429, 1.267037], [1.775025, -2.910325, 0.118143], [0.534966, -2.458133, -0.298643], [0.437656, 1.046835, -1.182063], [1.541382, 1.823121, -1.225619], [3.129705, 2.815454, 2.286724], [1.498248, 2.929971, 2.994211], [2.108429, 4.245672, 1.962615], [3.732889, 3.866606, 0.289707], [4.693194, 3.868028, -1.927163], [3.690881, 2.555920, -3.774371], [1.359996, 0.690504, -4.308341], [-4.030890, -2.786872, -2.673423], [-3.197096, -2.509153, 2.067264], [-1.786725, -1.449569, 2.336026], [-3.979562, -0.447069, 3.156450], [-4.594068, -0.571666, 1.496684], [-1.629600, 0.772489, 3.194566], [-3.038378, 1.770482, 3.643260], [-1.153859, 3.256372, 3.106699], [-0.914453, 2.442499, 1.530544], [-3.986026, 3.809799, 0.323480], [-2.610867, 2.751839, -0.114396], [-4.583789, 1.359344, 0.344075], [-4.800287, 2.132708, 1.940627], [-1.504566, 0.231375, 0.109606], [0.287941, 0.276075, 1.647786], [2.454676, -0.525311, 2.392850], [3.691138, -4.780757, 1.048586], [4.438128, -3.793675, -0.220357], [5.347567, -4.214425, 1.226029], [3.552709, -2.065772, 3.626579], [4.801908, -3.290040, 3.417173], [3.098178, -3.732891, 3.280332], [4.628542, -0.642280, 1.798315], [5.883978, -1.858420, 1.575484], [4.905098, -1.332904, 0.201883], [2.166764, -3.805616, -0.335654], [-0.003170, -3.003969, -1.060040]], "forces_ev_per_a": [[0.11, 0.14, 0.17], [-0.07, -0.16, -0.46], [-0.14, -0.11, 0.09], [-0.18, -0.03, 0.29], [0.08, -0.02, -0.20], [-0.02, -0.01, 0.03], [-0.15, 0.16, 0.79], [-0.70, -0.38, 0.42], [0.93, 0.40, -1.25], [-0.19, -0.11, 0.04], [0.10, 0.10, 0.21], [-0.76, -0.51, -0.17], [0.44, 0.48, -0.04], [0.01, -0.04, 0.04], [-0.06, -0.16, 0.11], [-0.14, -0.02, -0.05], [-0.03, 0.07, -0.13], [-0.48, 0.08, 0.21], [0.23, -0.24, -0.03], [-0.17, 0.08, 0.09], [0.14, 0.29, -0.14], [0.09, -0.29, 0.23], [-0.04, 0.15, 0.12], [-0.37, -0.19, -0.15], [0.18, 0.29, -0.10], [0.29, 0.16, -0.01], [0.06, -0.15, 0.09], [-0.04, -0.15, -0.04], [-0.04, 0.02, 0.04], [-0.02, -0.05, -0.04], [0.18, -0.05, 0.06], [-0.11, 0.22, 0.10], [0.02, 0.02, -0.18], [-0.10, -0.15, 0.03], [0.06, -0.04, 0.03], [-0.09, 0.16, 0.06], [-0.27, 0.12, 0.34], [0.63, 0.27, -0.55], [-0.04, 0.01, -0.01], [0.06, 0.04, -0.02], [0.01, -0.04, 0.00], [0.00, 0.03, 0.12], [0.08, 0.04, -0.02], [0.08, 0.02, -0.11], [-0.05, -0.12, -0.21], [0.12, 0.09, 0.11], [0.13, 0.03, 0.05], [-0.02, -0.07, 0.01], [-0.07, 0.02, -0.03], [-0.01, -0.01, 0.06], [0.05, 0.01, 0.07], [0.05, -0.06, -0.02], [0.04, -0.07, -0.03], [-0.03, 0.01, 0.09], [0.03, -0.08, -0.04], [-0.06, 0.02, 0.02], [-0.04, 0.02, 0.01], [-0.02, -0.02, -0.06], [0.02, -0.23, -0.08], [-0.06, 0.15, 0.01], [0.10, 0.06, 0.09], [-0.06, -0.13, -0.03], [0.00, -0.04, -0.14], [0.09, -0.02, 0.04], [-0.04, 0.10, 0.09], [0.12, -0.03, 0.06], [-0.07, -0.08, 0.06], [-0.01, 0.13, 0.05], [0.14, -0.02, 0.05], [0.03, 0.05, -0.11], [0.10, -0.11, -0.03], [-0.06, -0.07, -0.10]]}


# 2
{"formula": "C25H42ClN7O6Yb", "method": "wB97M-V/def2-TZVPD", "multiplicity": 2, "total_charge": 1, "e_tot_ha": -3430.96651, "homo_energy_ev": [-9.60, -9.60], "species": ["Yb", "C", "C", "N", "C", "C", "N", "C", "C", "C", "N", "C", "C", "N", "C", "H", "H", "H", "H", "H", "H", "H", "H", "H", "H", "H", "H", "H", "H", "H", "H", "H", "H", "H", "H", "H", "H", "H", "H", "O", "N", "N", "O", "C", "C", "C", "C", "C", "C", "H", "H", "H", "H", "H", "O", "Cl", "O", "O", "O", "C", "N", "C", "C", "C", "C", "C", "C", "C", "C", "H", "H", "H", "H", "H", "H", "H", "H", "H", "H", "H", "H", "H"], "xyz": [[0.275008, 0.176966, -0.654166], [-2.806822, 1.753540, 1.439195], [-1.972372, 3.028692, 1.527222], [-0.659554, 2.838916, 0.910014], [0.397814, 2.408331, 1.762022], [1.891171, 0.436768, 1.919073], [1.724282, -0.972257, 1.727878], [1.323888, -1.724111, 2.916547], [-0.192335, -1.766325, 3.068513], [-0.843271, -2.600483, 1.962747], [-1.209370, -1.834538, 0.751809], [-2.659476, -1.639286, 0.675564], [-3.026646, -0.932446, -0.614067], [-2.428307, 0.406421, -0.686214], [-3.227272, 1.448532, -0.007222], [-3.693815, 1.873038, 2.064748], [-2.219856, 0.925123, 1.841971], [-1.876045, 3.336705, 2.574419], [-2.487451, 3.831783, 0.999323], [-0.397520, 3.615275, 0.323924], [0.138767, 2.499555, 2.821684], [1.315496, 2.963718, 1.562383], [2.011797, 0.693082, 2.978513], [3.236397, 1.876646, 1.489921], [2.564502, -1.340630, 1.308874], [1.786122, -1.312447, 3.823302], [1.690458, -2.744900, 2.803781], [-0.599879, -0.752565, 3.047413], [-0.432634, -2.202051, 4.040485], [-1.735647, -3.087239, 2.366381], [-0.152721, -3.397124, 1.676588], [-0.951415, -2.405198, -0.049409], [-2.984432, -1.052645, 1.537435], [-3.195603, -2.595127, 0.713448], [-4.117674, -0.889904, -0.704556], [-2.639658, -1.523132, -1.448862], [-2.408836, 0.671116, -1.663138], [-4.285422, 1.168801, -0.030851], [-3.125882, 2.363204, -0.594638], [0.613730, 1.012401, 1.481582], [3.044417, 0.917750, 1.234057], [2.943849, 0.925843, -0.223239], [2.201065, -0.130229, -0.707701], [4.183908, 1.112227, -0.851284], [4.380340, 0.580087, -2.128231], [5.546175, 0.842241, -2.826109], [6.536763, 1.637724, -2.269778], [6.349522, 2.153699, -0.997019], [5.189837, 1.896448, -0.284693], [3.613627, -0.057904, -2.542506], [5.684379, 0.412221, -3.810331], [7.448412, 1.844447, -2.813646], [7.122020, 2.764674, -0.548372], [5.086765, 2.299033, 0.713698], [-0.630152, 1.475456, -2.582144], [0.140056, 2.716133, -2.377671], [0.829406, 2.995240, -3.584707], [-0.744314, 3.755716, -1.998989], [1.057956, 2.417269, -1.307267], [1.444618, -0.055769, -4.560974], [0.057411, -0.087560, -5.106497], [0.089248, -0.567750, -6.506582], [-0.957310, -0.882793, -4.265928], [-0.352088, -2.015677, -3.480068], [-0.280881, -3.260692, -4.106820], [0.343790, -4.326138, -3.482389], [0.900960, -4.120794, -2.229876], [0.793462, -2.881380, -1.612963], [0.147969, -1.762936, -2.184330], [2.032132, 0.661197, -5.130398], [1.877112, -1.049305, -4.634409], [1.429085, 0.239988, -3.521313], [-0.269536, 0.880092, -5.099276], [0.421015, -1.603735, -6.511389], [0.785226, 0.033458, -7.087403], [-0.900389, -0.501869, -6.952304], [-1.712381, -1.239721, -4.964480], [-1.403115, -0.168028, -3.589969], [-0.729886, -3.403935, -5.085369], [0.398993, -5.293571, -3.963352], [1.415086, -4.933686, -1.730715], [1.261433, -2.773579, -0.634295]], "forces_ev_per_a": [[-3.60, 0.02, 0.31], [0.02, 0.17, -0.13], [-0.05, -0.27, 0.09], [-0.08, 0.16, 0.10], [-0.15, 0.08, -0.13], [0.09, -0.26, 0.08], [-0.03, -0.13, 0.10], [-0.21, 0.17, 0.10], [0.07, -0.12, -0.15], [0.08, 0.16, 0.19], [0.16, -0.03, -0.17], [-0.07, 0.15, -0.11], [0.06, -0.09, 0.19], [0.05, 0.03, -0.21], [0.10, 0.00, 0.20], [0.01, -0.05, 0.01], [-0.05, -0.02, 0.06], [0.03, 0.04, -0.02], [0.02, 0.03, 0.01], [0.06, 0.00, -0.02], [0.03, -0.03, 0.02], [0.01, -0.02, -0.08], [0.02, 0.14, -0.05], [-0.04, 0.08, 0.08], [0.04, -0.02, -0.03], [0.03, 0.00, -0.03], [0.05, 0.00, 0.02], [-0.04, 0.01, 0.07], [-0.01, 0.02, 0.00], [-0.01, -0.05, -0.08], [-0.03, -0.02, -0.04], [-0.06, -0.04, -0.02], [-0.01, -0.04, 0.02], [0.02, -0.01, 0.05], [0.00, 0.02, -0.04], [-0.02, 0.01, -0.03], [-0.04, 0.02, -0.02], [0.00, -0.02, -0.05], [-0.01, -0.01, -0.02], [0.34, -0.10, 0.03], [0.18, -0.37, -0.12], [-0.08, 0.80, 0.49], [2.94, -0.50, -0.14], [0.24, -0.23, -0.37], [-0.15, -0.04, 0.11], [0.04, 0.04, 0.03], [0.03, -0.01, -0.04], [0.05, 0.02, -0.03], [-0.14, -0.04, 0.11], [0.03, -0.01, -0.02], [0.00, 0.00, 0.00], [-0.01, 0.00, 0.00], [-0.02, 0.00, 0.03], [0.04, 0.02, -0.02], [0.01, -0.56, 0.31], [-0.43, 0.94, -1.01], [0.15, 0.11, -0.13], [-0.13, 0.26, 0.02], [0.46, -0.36, 0.46], [0.21, -0.05, 0.13], [-0.01, 0.05, 0.09], [0.00, -0.08, -0.37], [-0.06, -0.33, 0.24], [0.06, 0.28, -0.09], [0.03, -0.02, -0.02], [-0.01, 0.01, 0.00], [0.03, -0.10, 0.03], [-0.03, 0.26, 0.05], [0.03, -0.25, -0.12], [-0.11, 0.01, -0.06], [-0.06, -0.05, -0.03], [-0.06, 0.01, 0.07], [-0.01, 0.00, 0.03], [0.00, 0.00, 0.08], [0.02, 0.03, 0.08], [-0.03, 0.04, 0.10], [0.04, 0.08, -0.10], [-0.04, 0.07, -0.10], [0.01, 0.01, 0.00], [0.00, 0.00, 0.00], [0.00, 0.02, 0.01], [-0.01, -0.03, 0.02]]}


# 3
{"formula": "C3H4N4O", "method": "wB97M-V/def2-TZVPD", "relative_energy_kj_mol": 523.47, "smiles": "c1nc[nH]ncon1", "e_tot_ha": -410.80391, "homo_energy_ev": -9.20, "species": ["C", "N", "C", "N", "N", "C", "O", "N", "H", "H", "H", "H"], "xyz": [[1.607022, -0.828599, -0.244419], [1.738672, 0.548508, 0.147192], [0.611501, 1.281480, 0.125398], [-0.731007, 1.197836, -0.013921], [-1.741572, 0.215053, -0.389874], [-1.567032, -1.003874, 0.038873], [-0.392243, -1.084340, 0.703387], [0.681346, -1.724970, -0.179876], [2.531550, -1.247288, -0.577884], [0.699206, 2.440844, 0.306421], [-1.084817, 2.092398, 0.130943], [-2.352631, -1.887049, -0.046241]], "forces_ev_per_a": [[-0.23, 0.76, 0.90], [-3.54, -0.37, -1.09], [2.02, 1.18, 1.08], [0.20, -3.11, -0.87], [-0.94, -0.62, 0.52], [0.48, 2.31, -0.24], [0.55, -2.53, -0.52], [-0.26, 1.53, 1.37], [0.53, -0.16, -0.65], [0.89, -2.28, -0.12], [-1.61, 1.15, -0.28], [1.90, 2.14, -0.10]]}


# 4
{"formula": "C7H13NO2", "method": "wB97M-V/def2-TZVPD", "relative_energy_kj_mol": 290.02, "smiles": "CC(=O)N[C@@]1(O)CC1(C)C", "e_tot_ha": -479.68607, "homo_energy_ev": -7.90, "species": ["C", "C", "O", "N", "C", "O", "C", "C", "C", "C", "H", "H", "H", "H", "H", "H", "H", "H", "H", "H", "H", "H", "H"], "xyz": [[-0.412161, 1.016027, -2.384086], [-0.931600, 0.938383, -0.980990], [-1.127253, 1.978526, -0.312661], [-1.533800, -0.268115, -0.575974], [-1.140749, -0.363961, 0.804514], [-1.650734, 0.554679, 1.613290], [-0.357464, -1.503632, 1.324627], [0.601672, -0.491071, 0.738884], [1.328247, 0.444465, 1.663925], [1.403661, -0.974024, -0.445319], [0.509756, 1.595284, -2.392923], [-1.144559, 1.548788, -2.994071], [-0.221425, 0.032192, -2.800288], [-2.386612, -0.664190, -0.948486], [-1.540742, 1.459097, 1.008133], [-0.450457, -2.444341, 0.795303], [-0.392102, -1.595014, 2.404421], [0.658680, 0.838502, 2.427861], [1.727656, 1.290828, 1.102666], [2.161729, -0.061176, 2.160628], [1.833709, -0.148566, -1.009085], [0.822004, -1.604704, -1.115890], [2.242544, -1.577979, -0.084481]], "forces_ev_per_a": [[0.55, 0.04, 0.17], [-2.95, 1.13, -0.61], [1.38, -0.89, -1.06], [1.06, -0.32, 0.57], [2.50, -0.19, -1.35], [-0.26, 2.09, 0.00], [-0.14, -0.10, 0.16], [-1.52, -0.16, 0.72], [-0.15, -0.16, 0.04], [-0.18, 0.08, 0.07], [-0.01, 0.09, -0.07], [-0.01, -0.01, 0.09], [-0.05, -0.02, 0.02], [0.05, 0.34, -0.09], [-0.38, -2.01, 1.39], [0.03, -0.07, 0.04], [-0.02, -0.06, 0.03], [0.01, -0.01, 0.03], [0.06, 0.05, 0.00], [0.05, 0.04, 0.03], [0.04, 0.10, -0.15], [-0.07, 0.05, -0.05], [0.01, -0.02, 0.03]]}


# 5
{"formula": "C2H8NO", "method": "wB97M-V/def2-TZVPD", "relative_energy_kj_mol": 99.31, "total_charge": 1, "e_tot_ha": -210.71528, "homo_energy_ev": -15.51, "species": ["C", "C", "N", "H", "H", "H", "H", "H", "H", "H", "H", "O"], "xyz": [[0.796135, 0.782032, -0.821258], [1.517518, 0.690336, 0.284720], [-0.268453, -0.261032, -1.053142], [0.547146, 1.753147, -1.251753], [2.187424, 1.518692, 0.462148], [1.549555, -0.198355, 0.906723], [-0.901540, -0.275982, -0.227675], [0.230690, -1.126905, -1.240522], [-0.773691, -0.008920, -1.890278], [-1.646901, -0.197900, 1.874592], [-1.914719, -1.705361, 1.571494], [-1.323162, -0.969757, 1.384952]], "forces_ev_per_a": [[-1.47, 0.67, 1.55], [0.48, -0.15, -0.96], [1.17, 1.15, -0.49], [0.49, -0.49, -0.53], [0.05, -0.05, 0.40], [0.06, 0.13, 0.01], [0.15, -0.92, -0.04], [-0.47, -0.47, 0.32], [-0.37, -0.10, -0.32], [-0.06, -0.45, 0.16], [-0.13, 0.03, 0.12], [0.10, 0.66, -0.21]]}